# C42H54N6O12

12 unconnected molecules or ions with the total composition C42H54N6O12 at a distorted geometry (wB97M-V/def2-TZVPD, OMol25).

Values from the calculation:
HOMO energy in eV: -9.15
E_tot in hartree: -2863.6128
Structure (SMILES): C[N+](=O)[O-].C[N+](=O)[O-].C[N+](=O)[O-].C[N+](=O)[O-].C[N+](=O)[O-].C[N+](=O)[O-].c1ccccc1.c1ccccc1.c1ccccc1.c1ccccc1.c1ccccc1.c1ccccc1
ΔE to the lowest compared entry with this formula, charge and spin in kcal per mole: 337.49
Lowest unoccupied orbital energy in eV: -0.446
Kohn-Sham gap in eV: 8.70

Geometry as XYZ:
```
114
Properties=species:S:1:pos:R:3:mulliken_charge:R:1
C -33.24796 -24.25123 19.90964 0.098
N -34.53836 -24.22120 19.19415 1.077
O -35.02134 -25.27280 18.84782 -0.608
O -35.06301 -23.15151 18.97930 -0.616
H -32.42610 -24.33169 19.20464 -0.205
H -33.23687 -25.12729 20.55377 0.539
H -33.21285 -23.36945 20.54427 -0.242
C -29.55634 -22.21814 15.65065 -0.028
N -28.79686 -21.48265 14.59160 1.018
O -28.21890 -20.47698 14.93311 -0.578
O -28.80005 -21.98164 13.48687 -0.622
H -29.30895 -21.72794 16.58201 -0.002
H -29.18737 -23.23998 15.62431 0.179
H -30.59542 -22.29037 15.34679 0.080
C -31.42023 -25.35773 14.95930 -0.859
N -31.63053 -25.16650 16.42627 0.634
O -32.33917 -25.97074 16.98233 -0.463
O -31.19054 -24.17564 16.98127 -0.316
H -30.66967 -24.65952 14.60919 0.263
H -32.39761 -25.27888 14.49537 0.333
H -31.06587 -26.37691 14.82246 0.337
C -25.17580 -20.75184 23.38906 -0.862
N -26.22731 -20.01517 24.08833 1.006
O -26.60109 -18.94375 23.63842 -0.571
O -26.67354 -20.48944 25.11894 -0.560
H -24.64090 -21.41544 24.05445 0.340
H -24.42113 -20.03262 23.07057 0.314
H -25.67768 -21.18668 22.52753 0.345
C -32.84084 -19.05377 19.97098 -0.268
N -33.69386 -18.04735 20.61491 1.069
O -34.33643 -17.34052 19.85174 -0.628
O -33.65102 -17.94709 21.82345 -0.547
H -31.92181 -18.58654 19.61767 0.264
H -33.35038 -19.49998 19.12218 0.161
H -32.53036 -19.89434 20.58991 -0.070
C -27.02971 -23.98867 26.04799 -0.874
N -27.17295 -23.57188 24.62194 0.935
O -26.14362 -23.45312 23.99258 -0.568
O -28.27545 -23.41190 24.17374 -0.429
H -27.16270 -25.05842 26.13268 0.302
H -27.69443 -23.34151 26.61524 0.335
H -26.03363 -23.66324 26.33668 0.323
C -30.65454 -16.43450 23.23327 -0.447
C -31.53242 -15.32761 23.23622 -0.397
C -31.65074 -14.54620 22.09865 -0.515
C -30.84125 -14.79811 21.00284 -0.414
C -29.98897 -15.88689 20.98368 -0.571
C -29.93917 -16.72480 22.09331 0.158
H -30.70934 -16.96686 24.17444 0.322
H -32.13850 -15.09557 24.10110 0.371
H -32.27606 -13.66326 22.14981 0.394
H -30.87926 -14.11291 20.16320 0.366
H -29.27274 -16.04015 20.18713 0.418
H -29.23104 -17.54394 22.05923 0.279
C -23.35178 -17.64670 18.29838 -0.497
C -24.35165 -16.70721 18.47406 -0.421
C -25.32654 -16.80275 19.46404 -0.447
C -25.22710 -17.82633 20.39274 -0.130
C -24.22485 -18.78632 20.22895 -0.050
C -23.28573 -18.69351 19.20873 -0.573
H -22.63109 -17.45047 17.51767 0.372
H -24.32044 -15.86610 17.78874 0.340
H -26.20587 -16.17391 19.50799 0.388
H -25.98458 -17.95182 21.15690 0.521
H -24.13840 -19.60859 20.92589 0.141
H -22.52779 -19.46554 19.27362 0.361
C -33.49935 -20.77899 23.52306 -0.516
C -34.23298 -21.86977 23.04412 -0.418
C -33.79752 -23.13852 23.32644 -0.529
C -32.58226 -23.35436 23.96109 -0.313
C -31.83465 -22.27084 24.37753 -0.449
C -32.26167 -20.97265 24.12994 -0.335
H -33.81022 -19.76498 23.31400 0.454
H -35.14649 -21.71109 22.48517 0.452
H -34.46542 -23.96044 23.08288 0.437
H -32.19409 -24.35679 24.09287 0.395
H -30.87999 -22.47302 24.85177 0.393
H -31.69929 -20.11152 24.46551 0.462
C -30.87213 -27.90125 22.00743 -0.602
C -31.03754 -28.54118 20.76248 -0.377
C -30.86514 -27.81279 19.59390 -0.615
C -30.49002 -26.47951 19.64838 0.116
C -30.18864 -25.90153 20.85433 -0.780
C -30.41747 -26.59319 22.04074 -0.169
H -30.97812 -28.48900 22.90913 0.383
H -31.32953 -29.58183 20.77472 0.379
H -31.10099 -28.29555 18.65333 0.359
H -30.44518 -25.89982 18.73623 0.352
H -29.81066 -24.88592 20.90461 0.548
H -30.18338 -26.09383 22.97313 0.416
C -33.27934 -21.20722 16.54546 0.369
C -32.89639 -19.87829 16.36157 -0.132
C -33.01607 -19.31117 15.10575 -0.742
C -33.49916 -20.09695 14.05657 -0.505
C -34.02801 -21.34335 14.30824 -0.605
C -33.85861 -21.96445 15.54607 -0.429
H -33.08936 -21.69912 17.49595 0.175
H -32.56525 -19.30569 17.21388 0.205
H -32.83843 -18.26424 14.89675 0.420
H -33.49499 -19.70586 13.04680 0.402
H -34.45401 -21.94442 13.51027 0.325
H -34.16761 -22.98582 15.71880 0.529
C -30.29828 -21.94055 20.85956 0.221
C -29.52371 -21.22973 21.75186 -0.663
C -28.70684 -20.18155 21.34887 -0.571
C -28.74928 -19.78748 20.00993 -0.694
C -29.51136 -20.49489 19.10826 -0.903
C -30.29540 -21.58224 19.50437 0.201
H -31.00095 -22.72192 21.12553 0.520
H -29.57182 -21.47936 22.80447 0.431
H -28.15014 -19.65725 22.11198 0.407
H -28.08104 -19.01742 19.63961 0.568
H -29.58974 -20.14092 18.08524 0.467
H -30.79444 -22.14569 18.72514 -0.042
```

---

# C42H55BCsN7O2S3

A molecular structure, C42H55BCsN7O2S3 at a distorted geometry (wB97M-V/def2-TZVPD, OMol25).

Values from the calculation:
HOMO energy in eV: -1.99
E_tot in hartree: -3406.9013
Lowest unoccupied orbital energy in eV: 3.831
Kohn-Sham gap in eV: 5.82
Total charge: -2

Geometry as XYZ:
```
111
Properties=species:S:1:pos:R:3:mulliken_charge:R:1
Cs -0.74272 0.01843 -1.04612 0.837
C 2.79991 4.32727 1.93941 -1.475
C 3.63123 3.10958 2.36353 1.673
C 4.87941 3.54738 3.14012 -1.804
C 4.09513 2.40006 1.09465 -2.428
N 2.78608 2.30051 3.27700 0.466
C 2.36494 2.86178 4.47846 -0.008
C 1.48675 2.01546 5.03092 -1.398
N 1.33610 0.93369 4.19508 -0.042
B 0.18884 -0.06552 4.50242 0.535
N 0.48195 -1.47044 3.90873 0.102
C 1.55774 -2.15625 4.42061 -1.364
C 1.77784 -3.23430 3.65728 -0.186
N 0.82718 -3.22995 2.64520 0.462
C -0.00762 -2.15082 2.82814 0.065
S -1.42200 -1.78488 1.98661 -0.177
C 0.87546 -4.27403 1.58243 1.786
C 0.41774 -5.59256 2.21096 -1.797
C 2.33113 -4.37924 1.10374 -1.736
C 0.03280 -3.98404 0.34513 -2.204
N -1.20921 0.47957 4.11032 -0.034
C -2.30330 -0.14697 4.66438 -1.202
C -3.40889 0.35685 4.10184 -0.332
N -3.00748 1.31315 3.17850 0.604
C -1.63845 1.41989 3.22208 -0.019
S -0.66497 2.52952 2.39905 -0.254
C -4.03825 2.07998 2.42874 1.774
C -5.08662 1.07364 1.93028 -1.820
C -3.52070 2.81676 1.19573 -2.381
C -4.66193 3.08564 3.39963 -1.927
C 2.15820 1.08506 3.10933 -0.056
S 2.34667 -0.02037 1.85677 -0.140
H 3.39063 4.96970 1.28244 0.476
H 1.91097 3.99144 1.40479 0.263
H 2.47259 4.91554 2.79798 0.333
H 5.53522 4.11585 2.47801 0.451
H 4.63937 4.17750 3.99689 0.395
H 5.42154 2.67051 3.49830 0.397
H 4.71527 3.12110 0.55259 0.535
H 4.68272 1.51080 1.31254 0.400
H 3.26460 2.09582 0.46505 0.583
H 2.67932 3.83557 4.80293 0.448
H 0.90094 2.10840 5.92831 0.510
H 0.18081 -0.19250 5.71776 -0.265
H 2.10028 -1.78409 5.27226 0.526
H 2.54556 -3.98033 3.72614 0.469
H 1.03223 -5.85902 3.07405 0.377
H -0.61998 -5.50515 2.53702 0.395
H 0.48480 -6.39630 1.47451 0.402
H 3.01300 -4.73312 1.87771 0.467
H 2.37687 -5.08094 0.27007 0.468
H 2.67423 -3.40494 0.75400 0.316
H -1.02972 -3.96380 0.55781 0.376
H 0.30001 -3.04574 -0.13811 0.304
H 0.24201 -4.77866 -0.37651 0.649
H -2.18582 -0.94899 5.37149 0.536
H -4.43581 0.07471 4.23000 0.480
H -4.58960 0.24568 1.42362 0.322
H -5.71728 0.68678 2.73334 0.489
H -5.73664 1.56392 1.20501 0.477
H -3.03370 2.13659 0.50070 0.572
H -4.39748 3.24277 0.69881 0.561
H -2.82250 3.60641 1.44933 0.452
H -5.04902 2.58806 4.29147 0.387
H -3.91404 3.81900 3.70706 0.351
H -5.48531 3.60908 2.90744 0.434
C -3.07953 4.03067 -3.36278 -1.655
C -3.02866 2.76159 -2.51144 1.077
O -1.94941 2.47086 -2.01990 -0.424
C -4.25572 1.97028 -2.37432 0.280
C -5.43680 2.41380 -2.99780 -0.671
C -6.60316 1.68305 -3.00604 -0.903
C -6.59884 0.41864 -2.38776 -0.229
C -5.48430 -0.05915 -1.76118 -0.643
C -4.26092 0.70025 -1.66772 0.058
O -3.29220 0.27252 -1.00248 -0.330
H -2.06337 4.40878 -3.44404 0.332
H -3.70748 4.79061 -2.89172 0.340
H -3.48218 3.83634 -4.35757 0.414
H -5.43442 3.37720 -3.49346 0.297
H -7.49300 2.06370 -3.49186 0.354
H -7.49866 -0.18992 -2.41187 0.368
H -5.48038 -1.02989 -1.27881 0.415
N 2.24679 1.01226 -1.93123 -0.441
C 2.86236 0.38927 -2.67307 -0.044
C 3.66139 -0.44950 -3.51450 0.290
C 3.08293 -1.64395 -3.95540 0.209
C 3.83493 -2.49003 -4.75528 -0.632
C 5.13632 -2.15231 -5.10620 -0.331
C 5.70320 -0.96621 -4.65439 -0.462
C 4.96816 -0.10814 -3.85318 -0.487
H 2.06507 -1.89621 -3.63776 0.388
H 3.40020 -3.42146 -5.09478 0.450
H 5.71749 -2.82101 -5.73045 0.362
H 6.72170 -0.71192 -4.92072 0.352
H 5.39516 0.81395 -3.48130 0.458
C -0.75397 -4.51436 -5.63755 -1.802
C -1.41928 -4.04231 -4.33496 2.657
C -2.69036 -3.25518 -4.68438 -1.580
C -1.81741 -5.27767 -3.51022 -1.644
C -0.49053 -3.19858 -3.56251 -0.553
C 0.26510 -2.47268 -2.91620 -1.410
H -1.43134 -5.15546 -6.21323 0.388
H 0.15636 -5.07351 -5.41273 0.354
H -0.47701 -3.65393 -6.24937 0.364
H -3.38761 -3.87600 -5.25912 0.358
H -2.43792 -2.37143 -5.27220 0.364
H -3.18763 -2.91514 -3.77529 0.359
H -2.47832 -5.93728 -4.08463 0.405
H -2.33159 -4.96919 -2.59890 0.334
H -0.92668 -5.83660 -3.21722 0.357
```